No. 1
C25H23N3O2S | wB97M-V/def2-TZVPD

Computed properties:
* E: -1678.7036 Ha
* LUMO energy: 0.14 eV
* energy relative to the best compared isomer or geometry (same formula, charge and spin): 469.91 kcal/mol
* structure (SMILES): O=C(c1cc(-c2cccs2)on1)N1CCN(C(c2ccccc2)c2ccccc2)CC1
* max |F|: 17.92 eV/A

Geometry (Å):
O (0.9382, 2.8195, 1.6606)
H (-0.3315, -5.6082, -0.4256)
H (0.5205, -0.8569, -4.7080)
C (1.6745, 1.5397, -0.0238)
H (2.7968, 0.1708, 4.0990)
C (2.1253, 0.7546, -1.2987)
C (2.2564, 0.9403, 4.3683)
H (-2.2192, -4.9561, -4.2294)
N (0.8441, 2.7225, 0.3789)
C (-3.1894, -0.7313, -1.3468)
H (2.3844, 0.4646, 6.6462)
C (-1.5365, -0.1024, 0.3341)
C (0.1075, 1.6538, -2.3238)
C (-0.7339, -1.2626, -1.7928)
C (-0.8661, 0.9605, -3.1300)
H (2.7680, -0.0099, 1.3927)
C (-3.8358, 0.2490, 0.6834)
C (2.1869, 0.8957, 1.5124)
H (0.0851, 2.7637, -2.5577)
S (0.6807, 2.9229, 4.6120)
C (-1.3304, -5.3137, -2.3210)
C (1.6001, 1.8198, 3.5788)
C (-2.4525, 0.2912, 1.0130)
H (0.4014, -1.2489, -1.2330)
H (-0.1647, -3.3332, -0.0707)
N (-0.5866, -0.3321, -3.1564)
H (-0.0711, 1.7638, -1.3340)
H (0.8664, 2.6924, 7.0203)
C (-4.1726, -0.5133, -0.5572)
H (2.7356, -0.0468, -3.4537)
C (-0.8881, -2.7871, -2.0789)
C (-0.3417, -3.5415, -1.1510)
C (-1.7221, -4.5182, -3.3929)
H (1.2720, -1.7450, -3.5828)
O (3.1214, 0.2154, -1.2862)
H (-1.0772, 1.3575, -4.2098)
C (1.7600, 0.3116, -3.4122)
H (-0.4305, -0.4534, 0.8406)
H (-3.2277, -1.2483, -2.2883)
H (-4.7446, 0.4886, 1.3955)
N (1.2701, 0.8668, -2.3105)
C (-1.5179, -3.3010, -3.1064)
H (-2.4237, 0.7270, 2.1617)
H (-1.9564, 1.0048, -2.6976)
C (-0.7924, -5.0888, -1.1189)
H (-1.3682, -6.4579, -2.5039)
H (-1.6537, -2.5762, -3.9039)
C (-1.6682, -0.8203, -0.9072)
C (1.9946, 1.0977, 5.9752)
H (1.5507, 1.0714, -4.1305)
C (0.7529, -0.8492, -3.7326)
C (1.1548, 2.3917, 6.2119)
C (1.6687, 1.8809, 2.2387)
H (-5.2683, -0.2826, -0.7891)

Mulliken atomic charges, in units of e:
1 O -0.09
2 H 0.59
3 H 0.69
4 C 0.33
5 H 0.54
6 C 0.82
7 C -0.77
8 H 0.50
9 N -0.60
10 C -0.82
11 H 0.50
12 C -0.22
13 C 0.07
14 C 1.18
15 C -0.72
16 H 0.45
17 C -0.42
18 C -0.64
19 H 0.15
20 S -0.08
21 C -0.29
22 C 0.21
23 C 0.17
24 H -0.04
25 H 0.25
26 N 0.14
27 H -0.09
28 H 0.70
29 C -0.63
30 H 0.53
31 C 0.11
32 C -0.28
33 C -0.93
34 H 0.42
35 O -0.54
36 H 0.27
37 C -1.08
38 H -0.11
39 H 0.36
40 H 0.27
41 N 0.04
42 C 0.19
43 H 0.12
44 H 0.35
45 C -0.98
46 H 0.16
47 H 0.30
48 C 0.03
49 C -0.59
50 H 0.36
51 C -1.07
52 C -0.68
53 C 0.56
54 H 0.29

---

No. 2
C5H23NO7 | wB97M-V/def2-TZVPD

Computed properties:
* E: -785.7052 Ha
* LUMO energy: 0.34 eV
* energy relative to the best compared isomer or geometry (same formula, charge and spin): 41.98 kcal/mol
* structure (SMILES): CN[C@H](C)CC=O.O.O.O.O.O.O
* max |F|: 2.04 eV/A

Geometry (Å):
H (3.5047, 0.6732, 0.7845)
H (0.4436, 3.5593, -1.5419)
H (-1.8631, -2.4822, 1.2058)
O (-0.8467, -1.1207, -1.3535)
N (0.8287, 0.2476, 1.1330)
O (-2.0384, -3.3529, 0.7834)
O (-0.1750, 0.5742, -4.3968)
H (1.6521, -1.7184, 0.8752)
H (-0.2996, 2.2082, -1.2500)
H (-2.1467, 1.5496, -1.0509)
H (-1.2331, -0.3441, 0.6683)
C (1.2537, 0.5606, 2.5313)
H (3.9146, -0.6797, -0.1290)
C (1.4662, -0.5610, -1.0442)
H (0.1591, 1.1813, -3.7301)
H (-1.1296, 0.6807, -4.4325)
H (2.1622, 1.1923, 2.5296)
H (-1.8553, -0.4818, 2.0746)
C (0.2982, -1.4649, -1.4645)
H (-2.2815, 1.4143, 0.4842)
O (-2.0212, -0.6689, 1.1433)
C (1.7849, -0.7115, 0.4786)
H (1.3700, -0.3583, 3.1027)
O (-4.2065, 0.5299, 0.9805)
H (0.6626, -2.4775, -1.7474)
H (1.2453, 0.4902, -1.2002)
O (-1.9194, 1.9708, -0.2165)
H (-1.9608, -3.2057, -0.1725)
H (3.6632, -0.8608, 1.5994)
H (2.3758, -0.8182, -1.6037)
H (1.0150, 1.1158, 0.6381)
H (0.4287, 1.1230, 3.0004)
H (-3.9434, -0.2001, 0.4093)
C (3.2702, -0.3948, 0.6997)
H (-4.0603, 0.2252, 1.8863)
O (0.4817, 2.6055, -1.6745)

Mulliken atomic charges, in units of e:
1 H 0.34
2 H 0.30
3 H 0.40
4 O -0.46
5 N -0.06
6 O -0.65
7 O -0.64
8 H 0.49
9 H 0.38
10 H 0.31
11 H 0.30
12 C -1.12
13 H 0.41
14 C -0.47
15 H 0.33
16 H 0.31
17 H 0.36
18 H 0.31
19 C -0.03
20 H 0.29
21 O -0.65
22 C 0.14
23 H 0.34
24 O -0.64
25 H 0.35
26 H 0.03
27 O -0.69
28 H 0.30
29 H 0.38
30 H 0.42
31 H 0.21
32 H 0.33
33 H 0.34
34 C -1.62
35 H 0.29
36 O -0.65